ORCA calculation (the ωB97M-V functional and the def2-TZVPD basis) on a molecular structure, C31H35Br48F4N2O5P in a non-equilibrium geometry.

```
126
Properties=species:S:1:pos:R:3:lowdin_charge:R:1
C 2.07 -5.04 1.39 -0.093
C 3.12 -4.11 0.79 -0.245
N 2.98 -2.69 1.20 -0.063
C 2.36 -1.88 0.13 -0.162
C 0.82 -1.94 0.10 -0.117
C 0.10 -0.95 1.00 -0.380
O -1.34 -1.14 1.07 0.018
C -1.95 -1.87 0.10 -0.409
O -2.04 -1.50 -1.05 0.134
C -2.58 -3.12 0.58 -0.127
C -3.18 -3.17 1.84 0.003
C -3.74 -4.38 2.24 -0.123
N -3.74 -5.50 1.51 0.074
C -3.18 -5.41 0.29 -0.126
C -2.60 -4.26 -0.22 -0.008
P 0.51 0.79 0.34 0.897
O -0.09 0.69 -1.16 -0.233
O -0.62 1.65 1.12 -0.231
C 0.55 -0.97 2.49 -0.413
F -0.37 -0.21 3.17 0.100
F 1.74 -0.35 2.67 0.087
C 0.57 -2.36 3.19 -0.271
F 0.08 -2.22 4.45 0.082
F -0.23 -3.24 2.54 0.096
C 4.32 -2.14 1.34 -0.468
C 4.64 -1.36 2.56 -0.016
O 5.15 -2.29 0.47 0.097
H 1.14 -5.02 0.83 0.063
H 2.47 -6.05 1.31 -0.010
H 1.89 -4.85 2.44 0.064
H 3.03 -4.20 -0.29 -0.041
H 4.10 -4.51 1.06 0.103
H 2.69 -0.85 0.23 0.100
H 2.71 -2.21 -0.84 0.106
H 0.55 -1.75 -0.94 0.115
H 0.53 -2.97 0.30 0.113
H -3.20 -2.30 2.47 0.123
H -4.19 -4.44 3.23 0.107
H -3.18 -6.30 -0.32 0.105
H -2.17 -4.23 -1.21 0.056
H 0.69 0.71 -1.74 0.060
H -0.19 2.17 1.81 0.062
H 1.58 -2.73 3.29 0.142
H 4.16 -0.38 2.49 0.085
H 5.71 -1.17 2.57 0.054
H 4.35 -1.84 3.48 0.080
C 8.09 -3.70 2.24 -1.616
Br 7.28 -3.33 3.95 0.606
Br 10.00 -3.50 2.29 0.534
Br 7.57 -5.43 1.59 0.565
H 7.71 -2.97 1.54 -0.037
C -3.51 -2.23 -3.84 -1.636
Br -5.32 -2.51 -4.45 0.562
Br -2.42 -3.77 -4.24 0.556
Br -2.76 -0.61 -4.55 0.587
H -3.54 -2.12 -2.76 -0.059
C 12.56 -0.89 4.56 -1.658
Br 11.83 -2.08 5.89 0.563
Br 11.17 0.03 3.60 0.550
Br 13.84 0.33 5.32 0.567
H 13.09 -1.51 3.85 -0.115
C -5.11 3.88 2.33 -1.603
Br -4.84 5.52 3.30 0.562
Br -6.00 2.55 3.40 0.602
Br -6.02 4.17 0.66 0.582
H -4.13 3.49 2.09 -0.026
C 1.63 -6.25 -3.27 -1.609
Br 2.71 -4.90 -2.42 0.705
Br -0.17 -6.20 -2.59 0.569
Br 1.68 -6.12 -5.19 0.594
H 2.04 -7.21 -3.00 -0.029
C -1.78 8.37 4.90 -1.630
Br -3.45 9.17 4.37 0.550
Br -1.53 8.46 6.80 0.580
Br -1.61 6.57 4.24 0.540
H -0.99 8.95 4.44 -0.029
C -5.59 8.27 0.59 -1.614
Br -3.69 8.00 0.54 0.530
Br -6.05 9.93 1.45 0.568
Br -6.37 8.14 -1.16 0.558
H -6.01 7.47 1.19 -0.073
C 14.63 -2.75 1.32 -1.613
Br 13.92 -3.95 2.65 0.599
Br 13.23 -1.91 0.31 0.557
Br 15.81 -1.45 2.11 0.593
H 15.21 -3.35 0.64 -0.028
C -8.76 -0.56 -2.09 -1.637
Br -9.02 0.54 -3.65 0.539
Br -8.94 -2.43 -2.51 0.563
Br -7.09 -0.16 -1.23 0.563
H -9.54 -0.32 -1.38 -0.032
C 10.79 -2.23 -2.97 -1.652
Br 9.59 -2.19 -4.48 0.578
Br 10.12 -3.35 -1.56 0.547
Br 12.57 -2.73 -3.50 0.557
H 10.84 -1.22 -2.59 -0.031
C -6.88 10.94 -3.93 -1.650
Br -5.60 10.75 -5.36 0.538
Br -6.11 11.80 -2.39 0.557
Br -8.48 11.83 -4.52 0.578
H -7.16 9.94 -3.63 -0.063
C -3.65 6.51 -3.88 -1.620
Br -4.19 5.28 -2.50 0.545
Br -5.15 7.11 -4.92 0.523
Br -2.65 8.00 -3.18 0.546
H -3.00 5.97 -4.55 -0.033
C -2.79 8.32 -8.71 -1.629
Br -4.46 9.15 -9.17 0.571
Br -2.48 8.37 -6.81 0.546
Br -2.67 6.53 -9.40 0.578
H -2.00 8.90 -9.18 -0.030
C 4.64 -8.53 2.71 -1.620
Br 6.45 -9.19 2.59 0.577
Br 4.56 -6.83 3.60 0.579
Br 3.80 -8.47 0.98 0.603
H 4.09 -9.24 3.31 -0.029
C -8.38 2.14 6.40 -1.669
Br -9.18 3.49 7.50 0.575
Br -7.81 0.62 7.43 0.570
Br -9.54 1.62 4.96 0.554
H -7.49 2.57 5.95 -0.086
C -10.80 0.87 -7.20 -1.651
Br -11.56 1.02 -8.96 0.575
Br -9.64 -0.66 -7.06 0.551
Br -9.89 2.48 -6.68 0.554
H -11.61 0.72 -6.51 -0.028
```

=====

ORCA calculation (the ωB97M-V functional and the def2-TZVPD basis) on a molecular structure, C31H35CaClN2Si2 in a non-equilibrium geometry.

```
72
Properties=species:S:1:pos:R:3:lowdin_charge:R:1
C 1.35 -0.65 1.04 -0.247
C 0.92 -1.79 0.30 -0.227
C 1.23 -1.57 -1.07 -0.229
H 0.48 -2.71 0.72 0.096
C 1.85 -0.29 -1.18 -0.213
C 1.92 0.27 0.12 -0.233
H 2.43 1.20 0.38 0.095
H 1.36 -0.56 2.13 0.093
H 1.10 -2.28 -1.89 0.095
H 2.26 0.14 -2.09 0.091
Ca -0.65 0.19 -0.51 1.175
Si -2.91 -0.74 -6.56 0.650
C -4.67 -1.25 -6.87 -0.345
C -5.61 -0.30 -7.30 -0.107
H -5.31 0.76 -7.40 0.105
C -6.92 -0.70 -7.59 -0.099
H -7.65 0.04 -7.90 0.096
C -7.28 -2.06 -7.50 -0.104
H -8.29 -2.37 -7.78 0.096
C -6.34 -3.00 -7.07 -0.100
H -6.62 -4.05 -6.99 0.098
C -5.05 -2.60 -6.73 -0.119
H -4.32 -3.31 -6.35 0.092
C -2.16 0.02 -8.09 -0.313
C -2.29 -0.67 -9.32 -0.101
H -2.88 -1.59 -9.36 0.105
C -1.68 -0.17 -10.47 -0.098
H -1.76 -0.72 -11.42 0.099
C -0.96 1.03 -10.44 -0.103
H -0.48 1.41 -11.34 0.097
C -0.85 1.73 -9.23 -0.098
H -0.30 2.68 -9.20 0.096
C -1.44 1.24 -8.06 -0.103
H -1.35 1.78 -7.10 0.093
H -2.24 -2.05 -6.34 -0.028
Si -2.22 0.01 -4.28 0.210
C -0.39 -0.37 -4.51 -0.334
C 0.09 -1.65 -4.86 -0.124
H -0.59 -2.51 -4.87 0.087
C 1.43 -1.85 -5.24 -0.077
H 1.78 -2.85 -5.49 0.104
C 2.29 -0.75 -5.32 -0.090
H 3.29 -0.86 -5.74 0.100
C 1.85 0.51 -4.87 -0.106
H 2.54 1.36 -4.86 0.101
C 0.53 0.69 -4.45 -0.151
H 0.22 1.67 -4.07 0.076
C -3.03 -1.43 -3.37 -0.337
C -2.22 -2.40 -2.73 -0.130
H -1.16 -2.21 -2.54 0.068
C -2.75 -3.66 -2.43 -0.087
H -2.07 -4.46 -2.11 0.102
C -4.12 -3.90 -2.57 -0.098
H -4.53 -4.89 -2.35 0.100
C -4.96 -2.86 -3.00 -0.091
H -6.03 -3.03 -3.05 0.105
C -4.42 -1.64 -3.41 -0.108
H -5.07 -0.85 -3.80 0.111
H -2.90 1.06 -5.03 -0.073
Cl -2.04 1.41 -2.48 0.134
N -0.54 2.54 0.18 -0.115
C -0.26 2.73 1.64 -0.253
C -1.20 1.88 2.48 -0.226
N -1.53 0.57 1.81 -0.080
H 0.12 3.08 -0.39 0.096
H -1.46 2.93 -0.05 0.066
H 0.78 2.45 1.84 0.105
H -0.39 3.79 1.91 0.115
H -0.73 1.70 3.46 0.119
H -2.13 2.44 2.64 0.114
H -1.20 -0.19 2.41 0.083
H -2.55 0.47 1.83 0.087
```

## Properties
Relative energy (zero: lowest compared OMol25 entry of this formula, charge and spin) in kJ/mol: 55.3

=====

| no. | LUMO level (eV) | HOMO (eV) | DFT total energy (eV) |
| --- | --- | --- | --- |
| 1 | -0.400 | -9.1016 | -3428125.8168 |
| 2 | -0.356 | -5.7019 | -82413.2773 |